No. 1
18
Properties=species:S:1:pos:R:3:forces:R:3 method="wB97M-V/def2-TZVPD" e_tot_ha=-612.55099 relative_energy_kj_mol=52.4 total_charge=-1 gap_ev=6.627 lumo_ev=4.17 spin_multiplicity=1
S -0.422 -0.184 -1.358 0.5904 -0.0015 -0.1453
N -1.978 -2.053 1.026 -0.2607 0.8986 0.2200
C 1.027 -0.206 -0.201 -1.8913 -2.0455 0.6433
C 2.340 1.656 -1.150 0.3740 0.0146 -0.3730
C 1.557 1.155 0.069 1.6289 0.4875 0.5218
C -2.981 -1.017 0.590 0.2391 -1.2169 0.4457
H 0.574 -0.659 0.766 1.1406 0.6336 -1.1603
H 3.268 1.061 -1.257 -0.4260 -0.0049 -0.0981
H -1.773 -1.910 2.034 -0.1835 -0.0662 -0.9313
H 0.773 1.861 0.321 -0.3514 -0.0543 -0.0081
H 2.713 2.695 -1.049 -0.5151 -0.2791 -0.1157
H -2.735 -0.054 1.005 -0.0476 0.6035 -0.1290
H -1.129 -1.760 0.513 -0.3821 -0.3100 0.1457
H -2.987 -0.980 -0.491 0.3356 0.2034 -0.1201
H 2.231 1.088 0.968 -0.2621 0.2767 -0.6127
H -4.001 -1.286 0.867 -0.0480 -0.2178 0.4276
H 1.814 -0.917 -0.583 -0.5449 0.7504 0.4571
H 1.708 1.509 -2.068 0.6041 0.3279 0.8324



No. 2
57
Properties=species:S:1:pos:R:3:forces:R:3 method="wB97M-V/def2-TZVPD" e_tot_ha=-6519.57514 relative_energy_kj_mol=41.0 total_charge=+1 gap_ev=7.342 lumo_ev=-3.79 spin_multiplicity=1
Se 2.243 -0.838 0.762 -0.3474 -0.0815 0.1897
Se -3.450 -7.254 2.071 -0.1756 -0.3642 0.0931
O -1.196 4.258 -1.933 -0.0327 0.4844 -0.1745
O -0.886 1.703 -2.229 0.0743 -0.3039 -0.1756
O -0.619 -0.086 -0.931 -0.0486 0.4624 0.1578
O -1.220 5.686 -0.236 -0.0236 -0.0272 -0.0060
N -0.638 1.410 1.244 0.3190 -0.4445 0.2229
N -0.628 2.357 2.183 -0.0173 0.1138 -0.0813
N -1.420 -1.432 1.723 0.2427 -0.0299 -0.2738
N 2.550 0.942 -1.488 -0.0127 0.1153 0.1425
N 2.656 1.953 0.430 0.0271 0.0495 -0.1647
N -3.506 -5.658 2.805 -0.0330 0.5086 0.3101
N -0.201 -2.560 -0.241 -0.2663 -0.0958 0.2277
N -2.294 -6.772 0.838 0.3917 0.0922 -0.4197
C -1.148 4.557 -0.651 0.1086 0.1043 0.1269
C 2.676 4.390 -2.859 -0.0185 -0.0334 -0.0988
C 2.725 4.341 -0.431 -0.0094 -0.0136 -0.0126
C 2.523 -0.080 -2.509 -0.1251 -0.1252 -0.2259
C -2.697 -4.879 2.131 -0.0507 -0.4651 -0.1334
C 0.430 -3.046 -1.297 0.1051 0.1066 -0.1204
C -1.648 -2.752 1.587 -0.3982 -0.0803 0.4755
C -0.793 1.186 -1.128 0.0385 -0.1500 0.1762
C 2.624 3.011 -2.954 -0.0083 -0.0015 0.0064
C 2.532 0.747 -0.160 -0.1430 0.2322 0.0684
C -1.125 -4.736 0.181 0.1661 0.3132 -0.1034
C 2.701 2.958 -0.528 -0.0550 -0.0597 -0.1841
C -0.970 -3.384 0.482 0.1743 -0.4756 -0.3921
C -0.833 2.036 0.101 0.0749 -0.2123 0.0255
C 0.340 -4.383 -1.672 -0.0287 -0.0342 0.0471
C -0.826 3.585 1.666 -0.0363 0.1439 -0.0978
C 2.714 5.042 -1.623 -0.0258 0.0589 0.1445
C -2.498 -3.474 2.426 0.1574 0.3765 -0.0851
C -2.886 -1.445 3.613 -0.0161 -0.1630 -0.0224
C -2.042 -0.804 2.713 -0.0300 0.2626 0.1615
C -3.124 -2.797 3.474 0.0401 0.0365 -0.1266
C -0.439 -5.243 -0.926 -0.0492 0.0879 0.0820
C -2.016 -5.506 1.023 -0.3110 -0.2072 0.2786
C 2.633 2.308 -1.758 0.0469 0.1882 0.1478
C -0.963 3.426 0.305 0.0592 -0.0001 -0.1130
Be -0.273 -0.870 0.385 0.3124 -0.1202 -0.2098
H -3.353 -0.874 4.402 -0.0061 0.0169 -0.0160
H 1.555 -0.091 -3.013 -0.0302 0.0102 0.0710
H -1.077 3.296 -2.129 -0.0412 -0.1762 0.1095
H -3.788 -3.341 4.131 0.0032 0.0336 0.0457
H 3.301 0.129 -3.242 0.0263 0.0139 0.0398
H -1.881 0.261 2.793 0.0495 -0.0980 -0.0839
H 2.813 2.069 1.415 -0.1862 -0.1083 0.1034
H 2.720 -1.042 -2.044 0.0288 0.0499 0.0199
H -0.872 4.481 2.263 0.0401 -0.0194 -0.0093
H 2.666 4.984 -3.762 -0.0254 -0.0205 -0.0054
H -0.543 -6.291 -1.172 0.0302 0.0013 -0.0533
H 1.026 -2.338 -1.855 -0.0201 -0.0319 -0.0042
H -0.438 2.107 3.140 -0.0392 0.0735 -0.0180
H 0.881 -4.728 -2.541 -0.0058 -0.0046 -0.0047
H 2.553 2.511 -3.910 0.0140 0.0079 -0.0078
H 2.710 6.123 -1.593 0.0207 -0.0027 -0.0314
H 2.717 4.847 0.526 0.0658 0.0057 -0.0186